71
Properties=species:S:1:pos:R:3:forces:R:3:mulliken_charge:R:1 method="wB97M-V/def2-TZVPD" gap_ev=8.5954 smiles="CS(=O)(=O)c1c(CB(O)O)ccc2nccnc12.O=[N+]([O-])c1ccccc1.O=[N+]([O-])c1ccccc1.O=[N+]([O-])c1ccccc1" lumo_ev=-0.73
C 0.75067 -1.37238 2.55754 0.06 0.44 0.10 -1.013
S -0.68549 -1.68790 1.61096 -0.32 -0.62 -0.05 1.531
O -0.41312 -2.67185 0.58808 0.18 0.17 -0.07 -0.685
O -1.70600 -1.98562 2.56958 -0.01 -0.02 -0.13 -0.651
C -0.95086 -0.13424 0.76737 0.35 0.19 -0.54 -0.216
C -0.02298 0.28762 -0.19543 -0.60 -0.42 0.45 1.248
C 1.23607 -0.41582 -0.61977 0.13 -0.25 0.04 -0.830
B 1.43596 -0.39198 -2.18314 0.08 -0.24 -0.01 0.549
O 2.59695 0.13689 -2.68352 -0.15 0.89 0.21 -0.487
O 0.50504 -0.87837 -3.05694 0.25 -0.21 -0.12 -0.574
C -0.26212 1.50146 -0.86186 -0.91 0.68 0.41 -1.039
C -1.36692 2.27187 -0.59760 0.70 -0.33 -0.24 -0.908
C -2.30437 1.86102 0.35214 -0.22 -0.16 0.20 0.505
N -3.39598 2.64373 0.58158 0.26 0.27 -0.35 -0.647
C -4.22094 2.23475 1.48930 -0.05 0.24 -0.10 -0.348
C -4.01667 1.05010 2.21191 0.63 -0.19 -0.23 -0.663
N -3.00271 0.27024 2.00231 0.25 -0.08 -0.02 -0.394
C -2.10599 0.65315 1.05327 0.03 0.04 0.05 0.502
H 0.46748 -0.63506 3.29163 -0.13 0.22 0.32 0.360
H 1.56485 -0.98070 1.97591 0.36 -0.07 -0.35 0.336
H 1.00163 -2.29297 3.05096 0.21 -0.47 0.13 0.408
H 2.07964 0.09453 -0.17116 0.34 0.19 0.17 0.122
H 1.27697 -1.44146 -0.29176 -0.09 -0.42 0.24 0.437
H 2.46274 0.59936 -3.51493 0.17 -0.43 -0.46 0.224
H 0.00548 -1.59689 -2.65965 -0.47 0.16 0.06 0.314
H 0.44231 1.85187 -1.59328 0.27 0.05 -0.25 0.213
H -1.53198 3.20061 -1.10539 -0.10 0.33 -0.21 0.465
H -5.08381 2.83664 1.70204 -0.34 0.28 0.02 0.447
H -4.70907 0.77858 2.96231 -0.42 -0.32 0.66 0.841
C 5.10896 -3.74419 -2.98009 -0.03 0.01 0.07 -0.523
C 4.16861 -4.52719 -2.32065 0.06 0.06 -0.06 -0.477
C 3.94244 -4.34882 -0.96679 -0.12 -0.11 -0.06 -0.346
C 4.66897 -3.37880 -0.30188 0.00 0.01 -0.05 0.012
C 5.61115 -2.59270 -0.93465 0.08 0.06 -0.05 -0.429
C 5.83051 -2.78015 -2.28817 -0.09 -0.17 -0.13 -0.381
N 4.42046 -3.16937 1.13198 0.01 -0.02 0.01 1.092
O 3.61321 -3.89506 1.67366 -0.12 -0.05 0.10 -0.623
O 5.03130 -2.28090 1.69086 0.03 0.11 0.03 -0.625
H 5.27773 -3.88451 -4.03903 0.01 -0.01 -0.02 0.408
H 3.60842 -5.27681 -2.86134 -0.01 -0.02 -0.01 0.402
H 3.21497 -4.94727 -0.43985 0.00 0.04 0.07 0.488
H 6.16605 -1.85023 -0.38651 -0.01 0.00 0.10 0.550
H 6.56102 -2.17325 -2.79901 0.04 0.05 0.01 0.441
C -9.86046 0.46660 -0.91373 0.01 0.01 0.03 -0.444
C -10.48222 1.24632 0.05283 0.04 -0.05 -0.06 -0.399
C -9.84701 1.49800 1.25697 -0.14 0.07 0.00 -0.422
C -8.59192 0.95973 1.46455 -0.03 0.00 -0.03 0.117
C -7.95453 0.17710 0.52076 0.09 -0.08 -0.10 -0.282
C -8.60113 -0.06893 -0.67875 -0.08 0.04 -0.01 -0.471
N -7.90314 1.23848 2.73386 0.09 -0.08 -0.07 1.010
O -8.47546 1.91221 3.55946 -0.07 0.07 0.08 -0.605
O -6.78371 0.77747 2.87126 -0.32 0.03 0.08 -0.624
H -10.35926 0.27610 -1.85400 -0.01 -0.01 -0.02 0.379
H -11.46280 1.66102 -0.13139 -0.03 0.01 0.00 0.370
H -10.31690 2.10133 2.01808 0.06 0.01 0.06 0.458
H -6.97521 -0.23200 0.71729 0.02 0.03 0.07 0.516
H -8.11981 -0.67797 -1.43027 0.02 -0.02 -0.02 0.379
C 4.28754 3.50871 0.29950 0.02 -0.02 0.00 -0.606
C 5.53794 3.51156 0.90567 -0.08 0.00 -0.04 -0.385
C 6.50704 2.60639 0.50699 0.07 0.08 0.10 -0.565
C 6.19824 1.71621 -0.50341 -0.03 0.00 -0.02 0.185
C 4.96181 1.68975 -1.11838 -0.12 -0.04 -0.07 -0.471
C 3.99898 2.59605 -0.70672 0.05 0.07 0.10 -0.161
N 7.21900 0.75170 -0.94768 -0.11 0.04 -0.07 1.061
O 8.28549 0.74330 -0.37483 0.09 0.01 0.06 -0.623
O 6.92265 0.01357 -1.86975 0.13 0.08 0.00 -0.598
H 3.53534 4.21891 0.61536 -0.02 0.01 0.01 0.414
H 5.75891 4.21969 1.69130 0.01 0.02 0.03 0.384
H 7.48117 2.59340 0.97112 0.04 -0.06 -0.04 0.477
H 4.74474 0.97238 -1.89327 0.03 -0.06 0.00 0.551
H 3.02416 2.58501 -1.17384 -0.02 -0.02 -0.02 0.321

27
Properties=species:S:1:pos:R:3:forces:R:3:mulliken_charge:R:1 method="wB97M-V/def2-TZVPD" gap_ev=7.0617 lumo_ev=-0.42
Tl -1.26287 -0.65099 -1.17553 -0.21 0.27 0.21 0.512
C -1.82718 2.00028 4.24362 -0.12 0.02 -0.32 -0.781
S -2.58628 2.55716 2.68838 0.09 0.02 0.07 -0.073
C -1.65520 1.49944 1.58412 0.38 -0.04 -0.02 0.401
S -1.90680 -0.18547 1.64684 -0.08 -0.32 -0.27 -0.399
N -0.78131 2.14190 0.86134 -0.28 0.86 0.25 -1.068
N -0.11639 1.38492 -0.02997 0.33 -0.54 -0.42 0.423
C 1.06117 1.74824 -0.36099 -0.35 0.15 0.37 -0.589
C 1.86700 0.89825 -1.22755 0.38 -0.31 -0.32 0.852
C 3.10006 1.35249 -1.70199 -0.19 0.07 0.08 -0.717
C 3.89560 0.50267 -2.44453 -0.01 -0.15 0.01 -0.231
C 3.45807 -0.79535 -2.66753 0.07 0.09 -0.05 -0.602
C 2.21467 -1.16065 -2.18063 -0.07 -0.01 -0.09 -0.153
N 1.42598 -0.34310 -1.49186 0.21 0.14 0.15 -0.278
H -2.41203 2.43339 5.05140 0.01 -0.02 0.04 0.293
H -0.79955 2.35424 4.28945 0.00 -0.02 0.08 0.268
H -1.86244 0.91463 4.28368 -0.03 -0.01 0.11 0.247
H 1.51528 2.64643 0.05521 -0.06 0.04 0.01 0.352
H 3.41477 2.36281 -1.47651 0.00 0.01 -0.02 0.338
H 4.84743 0.83658 -2.83561 0.02 0.01 0.04 0.418
H 4.06526 -1.50820 -3.20712 -0.03 -0.01 -0.02 0.361
H 1.83210 -2.16139 -2.35157 -0.02 0.01 -0.01 0.378
Cl -4.41612 -2.35672 -0.50586 0.06 -0.09 0.01 -0.119
C -3.56987 -3.89588 -0.30752 -0.01 0.08 0.01 -0.259
Cl -1.80328 -3.70321 -0.17587 -0.18 -0.26 0.09 -0.131
H -3.77897 -4.51491 -1.17082 0.05 0.00 -0.01 0.291
H -3.91910 -4.35755 0.60743 0.03 0.00 0.01 0.265